[1]
C36H25N6O2PPtS3 | wB97M-V/def2-TZVPD

Properties
* gap between HOMO and LUMO (alpha / beta): 0.2584 / 0.2065 Eh
* 2S+1: 5
* LUMO (alpha / beta): -0.008 / -0.099 Ha
* E_HOMO (alpha / beta): -7.24 / -8.30 eV
* total charge: 0
* expectation value of S²: 6.03

Each line ends with the Mulliken charge.
Positions of all 74 atoms, in Å:
1 Pt -0.195 0.014 0.023  1.832
2 N 3.023 -5.382 4.696  -0.548
3 C 2.786 -4.089 4.273  1.063
4 C 3.845 -3.270 3.868  -0.811
5 C 3.616 -1.964 3.488  -0.368
6 C 2.323 -1.454 3.500  -0.720
7 C 1.264 -2.255 3.909  -0.167
8 C 1.493 -3.559 4.296  -0.871
9 S 2.024 0.193 2.978  1.496
10 O 0.781 0.618 3.579  -0.712
11 O 3.219 0.953 3.197  -0.770
12 N 1.682 0.126 1.387  -0.363
13 C 2.533 -0.328 0.452  0.538
14 N 3.823 -0.615 0.606  -0.441
15 C 4.446 -1.036 -0.487  -0.222
16 C 3.835 -1.198 -1.725  -0.982
17 C 2.483 -0.920 -1.791  0.067
18 N 1.849 -0.482 -0.711  -0.158
19 H 3.879 -5.809 4.387  0.215
20 H 2.236 -6.009 4.694  0.221
21 H 4.856 -3.661 3.868  0.304
22 H 4.436 -1.327 3.186  0.504
23 H 0.262 -1.851 3.933  0.512
24 H 0.664 -4.175 4.623  0.345
25 H 5.500 -1.267 -0.368  0.436
26 H 4.383 -1.546 -2.586  0.388
27 H 1.883 -1.047 -2.683  0.383
28 C -1.088 5.735 3.517  -0.534
29 C -2.035 5.450 2.545  -0.769
30 C -2.057 4.202 1.943  -0.557
31 C -1.128 3.232 2.321  0.137
32 C -0.175 3.518 3.298  -0.142
33 C -0.163 4.772 3.892  -0.819
34 P -1.200 1.584 1.570  1.665
35 C -2.201 1.743 0.083  -0.041
36 C -3.482 1.180 -0.021  -0.491
37 C -4.304 1.522 -1.078  -0.992
38 C -3.848 2.399 -2.056  -0.399
39 C -2.558 2.914 -1.998  -1.008
40 C -1.735 2.593 -0.936  0.067
41 C -2.033 0.464 2.687  0.865
42 C -2.723 0.893 3.786  -0.709
43 C -3.349 -0.047 4.634  -1.116
44 C -3.260 -1.382 4.357  -0.750
45 C -2.535 -1.857 3.233  0.889
46 C -2.410 -3.242 2.958  -1.038
47 C -1.667 -3.662 1.891  -1.029
48 C -1.015 -2.726 1.054  -0.638
49 C -1.130 -1.382 1.276  -0.684
50 C -1.903 -0.926 2.382  0.532
51 H -1.069 6.712 3.981  0.393
52 H -2.761 6.197 2.252  0.432
53 H -2.801 3.987 1.186  0.389
54 H 0.539 2.767 3.593  0.460
55 H 0.578 4.992 4.648  0.446
56 H -3.830 0.495 0.742  0.432
57 H -5.291 1.088 -1.149  0.450
58 H -4.491 2.662 -2.885  0.505
59 H -2.196 3.563 -2.784  0.456
60 H -0.741 3.021 -0.872  0.469
61 H -2.786 1.949 4.017  0.480
62 H -3.896 0.298 5.500  0.398
63 H -3.740 -2.106 5.005  0.408
64 H -2.911 -3.952 3.603  0.396
65 H -1.568 -4.719 1.681  0.445
66 H -0.418 -3.098 0.229  0.497
67 S -0.088 0.830 -3.764  -0.133
68 C -1.470 -0.058 -3.364  0.443
69 S -0.915 -1.119 -2.097  -0.307
70 C -2.727 -0.037 -3.891  0.494
71 C -3.044 0.872 -4.941  -0.151
72 N -3.272 1.625 -5.781  -0.523
73 C -3.765 -0.850 -3.356  0.059
74 N -4.599 -1.498 -2.898  -0.545


[2]
C36H25N6O2PPtS3 | wB97M-V/def2-TZVPD

Properties
* gap between HOMO and LUMO (alpha / beta): 0.2623 / 0.2083 Eh
* 2S+1: 5
* LUMO (alpha / beta): 0.001 / -0.098 Ha
* E_HOMO (alpha / beta): -7.11 / -8.34 eV
* total charge: 0
* expectation value of S²: 6.02

Each line ends with the Mulliken charge.
Positions of all 74 atoms, in Å:
1 Pt 0.036 -0.129 -0.258  1.594
2 N 7.719 -2.656 -2.386  -0.547
3 C 6.397 -2.716 -1.980  1.033
4 C 5.363 -2.470 -2.884  -0.807
5 C 4.047 -2.487 -2.466  -0.293
6 C 3.741 -2.745 -1.134  -0.519
7 C 4.763 -3.009 -0.227  -0.449
8 C 6.078 -2.988 -0.646  -0.819
9 S 2.056 -2.787 -0.637  1.470
10 O 1.276 -2.721 -1.845  -0.470
11 O 1.870 -3.861 0.289  -0.690
12 N 1.733 -1.352 0.135  -1.070
13 C 2.007 -1.221 1.504  0.186
14 N 2.968 -1.903 2.108  -0.236
15 C 3.048 -1.740 3.426  -0.271
16 C 2.210 -0.901 4.142  -1.063
17 C 1.289 -0.186 3.398  -0.008
18 N 1.194 -0.333 2.085  0.027
19 H 7.896 -2.767 -3.370  0.227
20 H 8.390 -3.124 -1.801  0.227
21 H 5.596 -2.269 -3.923  0.326
22 H 3.247 -2.311 -3.172  0.573
23 H 4.516 -3.227 0.802  0.523
24 H 6.871 -3.193 0.062  0.298
25 H 3.822 -2.310 3.928  0.455
26 H 2.274 -0.805 5.215  0.410
27 H 0.602 0.517 3.856  0.429
28 C 0.304 -2.827 -6.311  -0.504
29 C 1.324 -1.895 -6.196  -0.740
30 C 1.341 -1.004 -5.130  -0.399
31 C 0.331 -1.049 -4.175  0.425
32 C -0.686 -1.996 -4.289  -0.237
33 C -0.705 -2.875 -5.357  -0.750
34 P 0.309 0.040 -2.730  1.053
35 C 1.767 1.133 -2.891  0.204
36 C 1.695 2.310 -3.637  -0.549
37 C 2.814 3.113 -3.790  -0.708
38 C 4.021 2.744 -3.209  -0.706
39 C 4.100 1.577 -2.466  -0.887
40 C 2.976 0.780 -2.301  -0.185
41 C -1.029 1.210 -3.027  0.541
42 C -1.640 1.432 -4.229  -0.425
43 C -2.522 2.527 -4.380  -0.923
44 C -2.713 3.398 -3.346  -0.864
45 C -2.084 3.195 -2.091  0.825
46 C -2.239 4.101 -1.012  -0.884
47 C -1.633 3.855 0.186  -0.867
48 C -0.895 2.666 0.384  -0.404
49 C -0.721 1.757 -0.632  -0.735
50 C -1.278 2.053 -1.910  0.667
51 H 0.298 -3.522 -7.140  0.374
52 H 2.111 -1.857 -6.937  0.415
53 H 2.140 -0.279 -5.046  0.471
54 H -1.459 -2.059 -3.531  0.392
55 H -1.497 -3.608 -5.437  0.423
56 H 0.762 2.605 -4.100  0.391
57 H 2.742 4.027 -4.363  0.447
58 H 4.895 3.371 -3.331  0.383
59 H 5.033 1.279 -2.006  0.493
60 H 3.045 -0.108 -1.693  0.571
61 H -1.429 0.790 -5.076  0.476
62 H -3.015 2.689 -5.329  0.424
63 H -3.357 4.261 -3.469  0.386
64 H -2.842 4.989 -1.156  0.388
65 H -1.746 4.554 1.005  0.410
66 H -0.494 2.456 1.368  0.482
67 S -1.531 -1.929 -0.208  -0.299
68 C -1.759 -1.775 1.521  0.270
69 S -2.278 -0.169 1.742  -0.019
70 C -1.557 -2.739 2.451  0.969
71 C -1.230 -4.089 2.092  -0.077
72 N -0.986 -5.179 1.826  -0.474
73 C -1.702 -2.400 3.838  -0.288
74 N -1.777 -2.111 4.948  -0.491